# 1
Molecular formula: C40H34CsI2N6O3S2
Method: DFT, ωB97M-V/def2-TZVPD

Computed properties:
Total charge = -1
Energy relative to the best compared isomer or geometry (same formula, charge and spin) = 13.8 kcal per mole
HOMO level = -4.41 eV
HOMO-LUMO gap = 6.31 eV
E_LUMO = 1.90 eV

Positions of all 88 atoms, in Å:
O (-0.64077, 1.20955, 2.97094)
H (2.40798, -2.49913, -4.48164)
H (5.73695, -4.96184, -1.58212)
N (0.42269, -1.97982, -4.39041)
N (-2.66823, -0.92365, -0.59096)
H (-1.10335, 0.77788, -2.10608)
H (4.39452, -1.02144, -0.59491)
C (-0.54369, 5.29913, -0.75526)
H (0.25212, -4.00106, -1.10271)
C (2.38969, -2.24434, 4.06906)
C (5.08769, -4.31131, -1.00901)
S (2.76984, 0.90149, -2.25371)
H (-4.34939, -0.26977, -3.36701)
C (3.32194, -4.03589, 0.60084)
C (-0.71297, -2.05946, -3.70211)
H (-3.39528, -3.71000, 1.13921)
H (2.39703, -3.81850, -2.38210)
H (-1.80431, 6.60858, -1.90428)
C (3.43570, -2.66014, 0.44272)
H (4.77585, -2.39711, 6.46977)
C (-1.89602, -1.30521, -4.29211)
C (-3.44840, -0.09185, -2.76854)
I (0.68387, 1.50837, 5.83685)
H (4.07357, -5.93698, -0.03113)
H (-3.32544, 3.23807, -0.16579)
C (-3.45654, -1.11533, -1.65291)
C (-1.94974, 4.74261, 4.67148)
C (-1.39550, 5.61043, -1.80441)
C (-4.26378, -3.20048, -0.77170)
C (1.48951, -3.35164, -2.74195)
C (2.96637, -2.42622, 5.32107)
C (-2.38954, 4.40582, 3.36668)
H (1.32389, -2.34291, 3.91059)
H (-2.76459, -1.97157, -4.31686)
C (-1.02173, 2.27955, 3.49705)
H (0.58357, 3.71375, 0.14143)
H (-2.56699, 2.36471, -3.85310)
C (-1.71782, 4.62556, -2.71902)
C (4.57064, -1.73182, 3.15767)
O (4.21514, 0.92236, -1.89456)
H (-0.95969, 2.51170, -4.50868)
H (-2.03562, -1.69330, 1.23639)
N (-2.28462, -0.07274, -3.62888)
C (5.18427, -2.93599, -1.15569)
H (5.18914, -1.45984, 2.31048)
C (-0.81562, -2.79890, -2.52402)
I (-2.57664, 6.51368, 5.60974)
H (-1.75911, -2.87918, -2.00492)
C (-0.63899, 2.73082, 4.78001)
O (1.04422, -2.15358, 1.51587)
C (-1.92600, 3.19542, 2.78582)
H (-0.75464, 4.19426, 6.34251)
H (2.34031, -2.68096, 6.16665)
C (0.30291, -3.44740, -2.03298)
H (-0.27028, 6.03150, -0.00786)
C (-3.26010, 5.19585, 2.58098)
N (-0.37705, 3.04526, -1.55172)
C (-3.44330, -3.00032, 0.32489)
H (-3.54944, 0.90363, -2.32860)
C (-1.18428, 3.34349, -2.56806)
N (1.90847, -0.22868, -1.90457)
H (-0.26403, 0.48603, -3.58589)
H (-1.63282, -1.08877, -5.33192)
H (2.59136, -4.43916, 1.29200)
C (-0.07153, 4.00376, -0.67497)
C (4.34330, -2.09274, -0.43381)
N (-2.28019, 2.81577, 1.53821)
C (4.33234, -2.26302, 5.49132)
C (-3.08632, 3.57588, 0.84100)
Cs (-0.00609, 0.37591, 0.44062)
C (-2.67179, -1.84641, 0.36643)
H (-4.89414, -2.35800, -2.64740)
H (-4.27194, 5.38185, 0.71028)
C (5.13447, -1.91376, 4.40928)
H (-4.88585, -4.08328, -0.85047)
C (4.15116, -4.86212, -0.13776)
H (-2.37938, 4.83628, -3.55042)
H (-3.64004, 6.12580, 2.98384)
C (-1.08983, 3.91934, 5.35135)
S (2.41803, -1.56573, 1.42148)
C (1.49454, -2.60965, -3.90713)
C (3.20272, -1.91303, 3.00114)
C (-4.26883, -2.24009, -1.77132)
C (-1.21887, 0.82121, -3.18488)
C (-3.61108, 4.78620, 1.32733)
H (6.20025, -1.77964, 4.54316)
H (5.89460, -2.50290, -1.84795)
C (-1.50847, 2.27520, -3.59186)

# 2
Molecular formula: C4H4FNOS
Method: DFT, ωB97M-V/def2-TZVPD

Computed properties:
Energy relative to the best compared isomer or geometry (same formula, charge and spin) = 42.9 kcal per mole
HOMO level = -8.66 eV
HOMO-LUMO gap = 8.30 eV
Structure (SMILES) = F/C=C1/NC(=S)CO1
E_LUMO = -0.37 eV

Positions of all 12 atoms, in Å:
C (-0.56844, 1.43511, 0.16256)
C (-1.25547, 0.10684, 0.16657)
C (2.27656, -0.83283, 0.00097)
C (1.06834, -0.14868, -0.02566)
S (-2.90051, -0.42432, -0.15071)
F (3.44039, -0.13823, -0.12737)
H (2.46671, -1.89270, 0.32674)
H (-0.64485, 1.79779, 1.30277)
H (-0.45440, -1.69969, -0.09764)
H (-0.88461, 2.10033, -0.62486)
N (-0.18914, -0.74105, 0.31504)
O (0.89498, 1.19403, -0.17266)

# 3
Molecular formula: C31H42N8O2RhS2Si2Te
Method: DFT, ωB97M-V/def2-TZVPD

Computed properties:
Total charge = +1
Energy relative to the best compared isomer or geometry (same formula, charge and spin) = 34.8 kcal per mole
HOMO level (alpha / beta) = -9.92 / -9.92 eV
HOMO-LUMO gap (alpha / beta) = 5.14 / 5.10 eV
E_LUMO (alpha / beta) = -4.78 / -4.82 eV

Positions of all 89 atoms, in Å:
H (-5.20103, -0.65611, 4.82841)
C (-0.09386, 3.04051, -0.09067)
C (1.53934, 4.87763, 0.16648)
H (0.37092, -4.81211, 0.32703)
H (1.30061, 8.17029, -0.56786)
C (-4.55926, 0.20891, 4.65248)
H (-2.03548, 1.94184, 3.42512)
C (-2.43670, -1.34026, 3.15783)
H (-0.93368, 7.43770, -1.32220)
C (-0.90740, 2.73569, -2.44358)
H (-3.37922, 2.52337, 2.43457)
C (-1.53634, 0.54816, -3.16283)
H (7.65456, -0.55864, -4.34267)
Si (-3.68389, 0.09753, 2.98847)
C (5.38774, -0.43599, -1.07016)
C (1.12295, 2.11981, 3.01950)
C (2.49050, -4.66542, -0.03608)
H (-0.60838, -3.71943, -1.55308)
C (-2.75587, -2.39410, 0.30790)
H (-1.08154, -5.40972, -1.74427)
N (3.22266, -2.42758, -0.35051)
Te (-1.08324, -1.92364, 1.56208)
C (-1.18827, 0.09244, -1.90949)
H (2.23905, 4.14161, 0.52922)
C (-2.72239, 1.67189, 2.62236)
H (2.70003, -5.72110, 0.03904)
N (-0.75986, 0.89352, -0.93872)
H (-1.22680, -0.96234, -1.67061)
H (-2.83670, -1.67299, -0.50372)
H (-0.73305, 3.78149, -2.64322)
C (1.90537, 6.20524, 0.04118)
C (3.47275, -3.72088, -0.30650)
C (-2.52699, -5.29975, 1.14937)
H (4.50106, -4.00785, -0.50215)
H (2.05617, 3.54272, 4.11242)
N (1.70170, -0.67642, -0.17180)
H (-4.68436, -3.69694, -1.87953)
H (2.89285, 6.52054, 0.35062)
H (-2.13746, 1.51127, 1.70884)
H (-3.84870, 0.26374, 5.47838)
H (-5.49465, -1.02239, 1.61799)
C (-1.45770, -4.38602, -1.70556)
H (-1.59481, 2.28853, -4.41968)
H (2.83057, 1.18955, -2.58636)
N (6.79627, -0.04866, -4.42873)
C (-0.62180, 5.39416, -0.77459)
C (1.96206, -2.01604, -0.13209)
N (0.14352, 2.39015, 1.03200)
H (-5.26250, -4.34958, -0.34299)
C (-4.93140, -0.08833, 1.58037)
H (-4.45227, -0.01866, 0.60221)
C (-0.62005, 2.23219, -1.17012)
O (3.67696, -0.01068, 1.32429)
Rh (-0.05236, 0.38173, 0.88630)
H (-1.91864, -0.12990, -3.91115)
N (1.69001, 2.60369, 4.13864)
H (4.40469, 1.04591, -4.50148)
C (1.21889, -4.16220, 0.13000)
H (-1.77581, -1.11240, 3.99827)
H (-5.18894, 1.09975, 4.69681)
H (-2.97033, -2.26020, 3.41325)
O (2.49243, 1.65907, -0.02868)
C (0.26597, 4.45855, -0.23593)
C (3.78696, 0.69406, -2.48074)
C (4.66584, 0.61939, -3.54073)
H (-1.74124, -4.91482, 1.80270)
N (0.74785, 2.92499, 2.07337)
Si (-2.76295, -4.18575, -0.35734)
H (-2.27119, -6.32267, 0.87023)
H (-1.62400, 5.09416, -1.05429)
C (-1.37352, 1.90177, -3.43455)
H (-1.89086, -4.16697, -2.68332)
C (-4.48004, -4.43207, -1.09889)
H (7.24659, -0.95506, -1.99204)
H (-5.65506, 0.72723, 1.64572)
C (1.01490, 7.13010, -0.48705)
C (4.14498, 0.14890, -1.25623)
C (-0.24283, 6.71882, -0.90222)
H (6.51262, 0.23819, -5.34581)
C (6.26968, -0.50701, -2.12587)
H (2.19025, 1.94305, 4.71037)
N (0.93975, -2.86315, 0.06234)
S (0.83154, 0.37599, 2.97345)
H (-4.56357, -5.42198, -1.55200)
H (5.64392, -0.81992, -0.09223)
H (-3.44901, -5.34422, 1.73237)
H (-3.62047, -2.27221, 0.95638)
S (3.02302, 0.31930, 0.08722)
C (5.91895, 0.00708, -3.38522)